1.
{
  "formula": "C8H16O",
  "method": "the ωB97M-V functional and the def2-TZVPD basis",
  "homo_lumo_gap_ev": 8.638,
  "total_charge": 0,
  "e_lumo_ev": 0.8311,
  "species": ["C", "C", "C", "C", "C", "C", "O", "H", "H", "H", "H", "H", "H", "H", "H", "H", "H", "H", "H", "H", "H", "C", "C", "H", "H"],
  "coordinates": [[-0.0784, -1.1194, -0.6433], [0.0740, 0.3092, 0.9549], [-0.2242, -2.3734, 0.1880], [1.2156, -1.0305, -1.4242], [1.1511, 1.2693, 1.4432], [-1.3322, 0.6803, 1.3770], [-1.1965, -0.8690, -1.3076], [-1.2221, 0.1653, -1.5960], [0.3383, -0.6210, 1.4500], [1.2305, -0.1583, -2.0701], [0.6771, -2.5851, 0.7624], [-1.0742, -2.2836, 0.8623], [-0.4129, -3.2133, -0.4856], [2.0772, -1.0089, -0.7585], [1.3003, -1.9223, -2.0546], [-1.5574, 1.7244, 1.1621], [1.2907, 1.1457, 2.5224], [0.8784, 2.3158, 1.2958], [2.1141, 1.0719, 0.9651], [-1.4682, 0.5338, 2.4550], [-2.0809, 0.0673, 0.8712], [0.0271, 1.8734, -1.0624], [-1.0005, 1.7169, -1.7203], [-1.7015, 2.0794, -2.4476], [0.9747, 2.2322, -0.7392]],
  "forces_ev_per_angstrom": [[1.05, 1.62, 1.47], [-0.13, -2.02, -0.23], [-0.06, 0.16, -0.15], [-0.16, -0.20, 0.02], [-0.06, 0.06, -0.26], [0.06, -0.02, 0.02], [-0.94, 1.40, -0.99], [0.24, -2.24, 0.70], [-0.07, 0.08, 0.34], [0.03, 0.03, -0.02], [0.01, 0.03, -0.03], [-0.02, 0.00, 0.03], [0.00, 0.00, -0.01], [0.02, 0.03, 0.04], [0.04, 0.01, -0.05], [-0.03, 0.05, -0.05], [0.01, -0.06, -0.05], [0.08, 0.04, -0.05], [0.06, 0.09, 0.01], [0.02, 0.02, -0.03], [0.00, 0.01, -0.05], [-1.70, 0.18, -1.77], [1.67, 1.46, 0.59], [-0.19, -0.35, 0.17], [0.07, -0.36, 0.34]]
}

---

2.
{
  "formula": "C34H43GeN3SV",
  "method": "the ωB97M-V functional and the def2-TZVPD basis",
  "spin_multiplicity": 3,
  "homo_lumo_gap_ev": [4.783, 4.877],
  "total_charge": -1,
  "s2": 2.08,
  "e_lumo_ev": [2.5146, 2.5181],
  "species": ["V", "C", "C", "C", "C", "C", "C", "C", "C", "C", "H", "H", "H", "H", "H", "H", "H", "H", "H", "H", "H", "H", "N", "N", "C", "N", "S", "H", "H", "H", "H", "H", "C", "Ge", "C", "C", "C", "C", "C", "C", "C", "C", "C", "C", "C", "C", "C", "C", "C", "C", "C", "C", "H", "H", "H", "H", "H", "H", "H", "H", "H", "H", "H", "H", "H", "H", "H", "H", "C", "C", "C", "C", "C", "H", "H", "H", "H", "H", "H", "H", "H", "H", "H"],
  "coordinates": [[-0.8450, 0.0197, 1.4644], [1.0532, 1.4826, 3.4484], [-0.2780, 0.7828, 3.5737], [-1.4402, 1.5391, 3.7655], [-2.6220, 0.9605, 4.2144], [-3.8672, 1.7829, 4.3587], [-2.6440, -0.4158, 4.4333], [-1.5434, -1.2161, 4.1671], [-1.5976, -2.7080, 4.3425], [-0.3624, -0.6149, 3.7049], [1.3899, 1.7833, 4.4463], [0.9674, 2.3809, 2.8366], [1.8042, 0.8363, 3.0008], [-1.4051, 2.6080, 3.5860], [-4.4387, 1.4888, 5.2414], [-4.4921, 1.6429, 3.4729], [-3.6337, 2.8449, 4.4280], [-3.5670, -0.8806, 4.7646], [-1.1432, -3.0100, 5.2899], [-1.0571, -3.2086, 3.5377], [-2.6268, -3.0669, 4.3328], [0.5396, -1.2125, 3.6170], [-1.5735, 2.7665, 0.1733], [-2.6792, 2.3841, -0.6180], [-3.6794, 1.6880, 0.1004], [-4.6640, 1.2904, -0.9194], [-3.1975, 0.2684, 1.1533], [-0.9958, 3.3753, -0.3904], [-0.9893, 1.9326, 0.3741], [-2.3812, 1.8815, -1.4608], [-5.0900, 2.1504, -1.2510], [-5.3978, 0.7613, -0.4593], [0.6398, -0.0292, 0.3633], [1.8807, 0.1804, -1.0425], [2.2582, -1.5860, -1.8414], [3.4166, -2.3046, -1.5428], [3.6139, -3.5914, -2.0313], [2.6480, -4.1879, -2.8290], [1.4809, -3.4961, -3.1244], [1.2904, -2.2129, -2.6303], [3.6536, 0.9502, -0.6089], [3.8420, 1.7167, 0.5387], [5.0665, 2.3148, 0.8171], [6.1323, 2.1503, -0.0554], [5.9612, 1.3977, -1.2110], [4.7331, 0.8105, -1.4832], [1.3491, 1.3621, -2.5294], [1.0767, 2.7027, -2.2531], [0.7657, 3.6046, -3.2600], [0.7372, 3.1800, -4.5820], [1.0341, 1.8593, -4.8819], [1.3395, 0.9615, -3.8643], [1.0102, -0.9373, 0.9230], [4.1804, -1.8553, -0.9179], [4.5225, -4.1294, -1.7870], [2.7991, -5.1905, -3.2106], [0.7122, -3.9615, -3.7298], [0.3595, -1.6984, -2.8458], [3.0123, 1.8512, 1.2216], [5.1869, 2.9098, 1.7150], [7.0904, 2.6076, 0.1599], [6.7861, 1.2727, -1.9027], [4.6123, 0.2395, -2.3981], [1.1383, 3.0516, -1.2289], [0.5468, 4.6374, -3.0161], [0.4917, 3.8777, -5.3733], [1.0273, 1.5246, -5.9126], [1.5705, -0.0657, -4.1207], [-1.2680, -3.0564, -0.7121], [-2.3283, -1.9547, -0.6111], [-3.7179, -2.5851, -0.7570], [-2.1185, -0.9589, -1.7543], [-2.1858, -1.2914, 0.7539], [-1.3526, -3.5950, -1.6628], [-1.3814, -3.7809, 0.1008], [-0.2709, -2.6202, -0.6424], [-3.8392, -3.0452, -1.7434], [-4.4917, -1.8244, -0.6365], [-3.8733, -3.3576, 0.0024], [-2.0755, -1.4909, -2.7120], [-1.1780, -0.4215, -1.6106], [-2.9407, -0.2411, -1.8036], [-2.4872, -2.0111, 1.5354]],
  "forces_ev_per_angstrom": [[0.22, -0.66, -0.67], [0.00, 0.01, -0.02], [0.20, 0.26, 0.72], [0.08, 0.04, 0.05], [-0.02, -0.04, -0.02], [-0.01, 0.00, 0.00], [-0.01, 0.04, 0.02], [0.00, -0.01, -0.16], [-0.01, -0.01, 0.00], [0.08, 0.14, 0.59], [0.00, 0.00, -0.01], [0.02, -0.01, -0.03], [0.01, -0.01, -0.02], [0.00, 0.00, -0.01], [-0.01, -0.01, -0.01], [0.02, 0.01, -0.02], [0.00, 0.00, 0.02], [0.00, 0.00, -0.01], [0.01, 0.00, -0.01], [-0.01, 0.00, -0.01], [0.00, 0.00, 0.01], [-0.01, 0.00, -0.12], [0.03, -0.11, 0.24], [-0.01, -0.07, -0.10], [-0.15, 0.49, -0.08], [0.02, -0.08, -0.02], [0.02, -0.37, -0.06], [0.03, 0.04, -0.07], [0.02, 0.30, -0.29], [-0.01, -0.04, 0.03], [0.01, 0.00, 0.01], [0.02, 0.02, 0.01], [0.35, 0.46, 0.05], [0.02, -0.12, -0.32], [0.06, -0.05, -0.01], [-0.04, -0.02, -0.06], [0.00, 0.02, 0.02], [-0.02, 0.00, 0.00], [0.05, 0.02, 0.00], [0.07, 0.02, -0.07], [0.01, -0.02, 0.12], [0.04, -0.02, -0.01], [-0.01, -0.01, -0.01], [-0.02, -0.01, 0.00], [-0.01, 0.00, 0.01], [0.00, 0.05, 0.00], [-0.01, 0.04, -0.02], [0.03, -0.02, -0.01], [-0.01, -0.02, -0.01], [0.00, 0.00, 0.00], [0.00, 0.00, 0.02], [-0.07, 0.01, 0.01], [-0.29, 0.05, 0.17], [0.02, 0.01, 0.00], [0.00, 0.00, 0.01], [0.00, 0.00, 0.00], [-0.01, 0.00, 0.00], [0.05, -0.03, -0.01], [-0.06, -0.02, 0.06], [0.00, 0.00, 0.00], [0.00, 0.01, 0.00], [0.00, 0.00, 0.00], [0.00, -0.02, 0.00], [-0.06, 0.04, 0.07], [0.01, 0.00, 0.00], [0.00, 0.00, 0.00], [0.00, -0.01, 0.00], [0.01, 0.01, -0.01], [-0.04, 0.01, 0.07], [0.07, 0.06, 0.00], [-0.03, 0.00, 0.00], [-0.01, -0.02, 0.00], [-0.50, -0.31, -0.02], [0.01, 0.00, 0.00], [-0.02, -0.01, 0.00], [-0.05, -0.05, 0.04], [0.00, -0.02, 0.00], [0.00, 0.01, -0.01], [0.00, 0.01, 0.00], [-0.03, 0.01, -0.01], [-0.03, 0.02, 0.00], [-0.01, 0.01, 0.02], [0.00, -0.05, -0.07]]
}

---

3.
{
  "formula": "C6H14O2",
  "method": "the ωB97M-V functional and the def2-TZVPD basis",
  "homo_lumo_gap_ev": 10.712,
  "total_charge": 0,
  "e_lumo_ev": 0.6987,
  "species": ["C", "C", "C", "C", "C", "O", "C", "O", "H", "H", "H", "H", "H", "H", "H", "H", "H", "H", "H", "H", "H", "H"],
  "coordinates": [[-1.1897, 1.4538, 0.4567], [-0.5610, 0.2644, -0.2983], [-0.6498, 0.5562, -1.8105], [-1.4138, -0.9857, -0.0096], [0.9267, 0.1080, 0.1576], [1.7496, -0.3619, -0.9228], [1.1610, -0.8467, 1.3379], [2.5504, -0.8484, 1.6777], [-2.2407, 1.5914, 0.1771], [-1.1476, 1.3080, 1.5411], [-0.6659, 2.3883, 0.2227], [-0.0437, 1.4266, -2.0842], [-0.3039, -0.2996, -2.4019], [-1.6827, 0.7601, -2.1155], [-0.9871, -1.8773, -0.4804], [-1.5039, -1.1738, 1.0663], [-2.4336, -0.8638, -0.3936], [1.3260, 1.0962, 0.4229], [2.6198, 0.0599, -0.7976], [0.9020, -1.8787, 1.0772], [0.5933, -0.5463, 2.2222], [2.9947, -1.3308, 0.9551]],
  "forces_ev_per_angstrom": [[0.21, 0.01, 0.02], [-0.43, 0.11, -0.18], [0.25, -0.11, -0.03], [0.15, -0.11, 0.11], [-0.12, -0.19, -0.14], [0.51, 0.20, 0.06], [0.28, 0.09, -0.19], [0.11, -0.13, -0.35], [0.16, -0.14, 0.02], [0.00, 0.01, -0.06], [-0.03, -0.14, 0.03], [-0.03, -0.13, 0.02], [0.03, 0.21, 0.15], [0.08, 0.00, 0.25], [-0.04, 0.08, 0.04], [0.06, -0.01, -0.12], [0.21, 0.10, -0.02], [-0.29, -0.05, 0.22], [-0.60, -0.35, -0.22], [-0.38, 0.23, -0.11], [0.14, 0.01, -0.04], [-0.25, 0.31, 0.54]]
}

---

4.
{
  "formula": "C21H20Cl5OV",
  "method": "the ωB97M-V functional and the def2-TZVPD basis",
  "spin_multiplicity": 2,
  "homo_lumo_gap_ev": [5.384, 4.928],
  "total_charge": -1,
  "s2": 1.01,
  "e_lumo_ev": [2.5201, 2.5159],
  "species": ["V", "C", "C", "C", "H", "C", "C", "H", "H", "H", "H", "C", "C", "C", "H", "C", "C", "H", "H", "H", "H", "O", "C", "C", "C", "C", "C", "H", "H", "H", "H", "H", "H", "H", "H", "H", "H", "Cl", "C", "C", "C", "Cl", "C", "Cl", "C", "Cl", "C", "Cl"],
  "coordinates": [[-0.0255, 0.5624, 0.8594], [2.1743, 0.7072, 1.9611], [2.4001, -0.1301, 0.8467], [2.1544, 0.6132, -0.3289], [2.7800, -1.1664, 0.9183], [1.7344, 1.9072, 0.0516], [1.7240, 1.9634, 1.4791], [1.5710, 2.8722, 2.0970], [2.4341, 0.4757, 3.0150], [2.3080, 0.2960, -1.3684], [1.5807, 2.7335, -0.6646], [-2.2289, 0.7287, 1.2513], [-1.5310, 1.8778, 1.7886], [-0.9023, 2.5473, 0.6600], [-1.5555, 2.2441, 2.7940], [-1.1701, 1.7727, -0.5344], [-1.9849, 0.6535, -0.1514], [-2.4241, -0.0667, -0.8496], [-2.8999, 0.0883, 1.8300], [-0.4492, 3.5147, 0.6927], [-0.9272, 2.0545, -1.5461], [1.0324, -2.1093, -0.4861], [-0.1988, 0.3945, -4.6368], [0.4275, -0.7962, -4.3598], [0.6083, 1.5886, -4.1539], [-1.6852, 0.3592, -4.2978], [0.9502, -2.0541, -1.7070], [1.5165, -0.8557, -4.1965], [-0.1483, -1.7213, -4.3019], [0.0222, -2.4500, -2.2223], [1.7624, -2.1119, -2.5110], [0.7545, 2.4046, -4.9046], [1.6209, 1.2332, -3.9078], [0.1491, 2.0803, -3.2610], [-2.3753, 0.5096, -5.1590], [-1.9815, 1.1293, -3.5327], [-1.9248, -0.6280, -3.9014], [-1.3015, -2.2473, 0.6797], [-0.6395, -2.1565, 2.3131], [-0.2657, -0.9118, 2.7271], [-0.1224, -0.6700, 4.0934], [0.1918, 0.9461, 4.6269], [-0.2723, -1.6529, 5.1042], [-0.1619, -1.2998, 6.7798], [-0.5159, -2.9514, 4.6291], [-0.7182, -4.1933, 5.7700], [-0.6371, -3.2246, 3.2372], [-0.8499, -4.8604, 2.7776]],
  "forces_ev_per_angstrom": [[2.07, 0.75, 2.19], [0.13, 0.53, 0.38], [0.56, -0.91, 0.23], [-0.24, -0.09, -0.44], [-0.46, 0.89, -0.16], [0.51, 0.36, -0.04], [1.04, 0.55, 0.39], [-0.11, -0.90, -0.53], [-0.60, 0.10, -0.97], [-0.16, 0.05, 0.59], [-0.16, -0.57, 0.68], [0.06, 0.69, -0.35], [-0.02, -0.02, -1.90], [-1.91, -1.39, -0.24], [0.03, -0.06, 0.23], [-1.28, 0.20, 1.01], [-0.88, 0.77, -0.34], [0.31, 0.28, 0.38], [0.62, 0.00, -0.29], [0.52, 0.09, 0.04], [0.16, -0.15, 0.07], [1.25, 0.51, -3.46], [0.81, -1.91, 3.95], [-0.27, 1.13, -1.36], [0.43, 1.28, -1.03], [-1.12, 0.73, -0.88], [-0.40, -3.15, 1.04], [-0.66, 0.06, -0.33], [0.24, 0.18, -0.18], [-0.09, 1.04, 0.62], [0.05, 0.95, 1.48], [-0.29, -0.51, 0.37], [-0.35, 0.34, 0.10], [0.35, -0.65, -0.68], [0.48, 0.10, 0.35], [0.52, -0.72, -0.67], [-0.13, 0.14, 0.06], [-0.55, -1.39, 0.98], [-0.16, -0.88, 1.02], [-0.01, 1.52, -0.46], [-0.06, -0.83, 0.19], [0.20, 0.52, 0.27], [-0.08, 0.08, -2.04], [-0.03, -0.01, 0.10], [0.23, 0.76, -0.91], [-0.03, -0.81, 0.52], [-0.32, 0.84, 0.49], [-0.20, -0.47, -0.48]]
}

---

Record-wise relative energy (zero: lowest compared OMol25 entry of this formula, charge and spin) values, in kJ/mol: 518.7; 185.8; 75.7; 209.7